# 1
{
  "formula": "C36H35GeNO4SSiTc",
  "method": "the ωB97M-V functional and the def2-TZVPD basis",
  "species": ["Tc", "C", "C", "C", "C", "C", "C", "C", "S", "O", "O", "N", "C", "C", "O", "O", "H", "H", "H", "H", "H", "H", "H", "H", "H", "C", "Si", "C", "C", "C", "C", "C", "C", "C", "H", "H", "H", "H", "H", "H", "H", "H", "H", "H", "H", "C", "Ge", "C", "C", "C", "C", "C", "C", "C", "C", "C", "C", "C", "C", "C", "C", "C", "C", "C", "C", "H", "H", "H", "H", "H", "H", "H", "H", "H", "H", "H", "H", "H", "H", "H"],
  "xyz": [[-0.1334, 0.8770, -0.2021], [-0.7069, 6.5179, 4.6227], [-1.0115, 5.2231, 3.9270], [-0.4812, 4.9511, 2.6646], [-0.7260, 3.7474, 2.0336], [-1.5163, 2.7999, 2.6736], [-2.0598, 3.0437, 3.9281], [-1.8076, 4.2584, 4.5418], [-1.7559, 1.2254, 1.9510], [-2.6866, 0.4752, 2.7131], [-2.0598, 1.4239, 0.4881], [-0.2939, 0.5767, 1.7257], [0.8774, 0.8438, 2.5472], [1.8308, 1.7279, 1.7247], [2.7179, 2.3584, 2.2198], [1.5585, 1.7231, 0.4180], [-0.4104, 7.2901, 3.9150], [0.1153, 6.3776, 5.3277], [-1.5677, 6.8744, 5.1872], [0.1404, 5.6909, 2.1756], [-0.2983, 3.5565, 1.0571], [-2.6752, 2.2920, 4.4040], [-2.2337, 4.4604, 5.5166], [1.3819, -0.1031, 2.7375], [0.6540, 1.3084, 3.5055], [-2.5559, 0.6886, -2.8513], [-0.7280, 0.4487, -2.6638], [0.0788, -0.2956, -4.1531], [0.1214, 2.0814, -2.1590], [1.5010, 2.2634, -2.4001], [2.0776, 3.5051, -2.2800], [1.2953, 4.5995, -1.9030], [-0.0598, 4.4548, -1.6585], [-0.6487, 3.2030, -1.7968], [-2.7597, 1.4489, -3.6090], [-3.0136, 0.9974, -1.9101], [-3.0492, -0.2279, -3.1775], [-0.2092, -1.3395, -4.2838], [1.1649, -0.2279, -4.0963], [-0.2475, 0.2645, -5.0328], [2.1192, 1.4079, -2.6486], [3.1370, 3.6323, -2.4570], [1.7562, 5.5739, -1.7998], [-0.6590, 5.3096, -1.3738], [-1.7148, 3.0915, -1.6310], [-0.1244, -0.6224, -1.0587], [0.3094, -2.5564, -0.6812], [-0.2605, -2.7913, 1.1513], [0.6000, -2.6050, 2.2316], [0.1305, -2.7243, 3.5325], [-1.2080, -3.0111, 3.7630], [-2.0747, -3.1899, 2.6937], [-1.6014, -3.0885, 1.3932], [2.2086, -2.8163, -0.9713], [2.9668, -3.6009, -0.1046], [4.3132, -3.8306, -0.3587], [4.9134, -3.2798, -1.4806], [4.1629, -2.5090, -2.3594], [2.8192, -2.2835, -2.1058], [-0.7584, -3.6204, -1.9002], [-1.8348, -3.1660, -2.6516], [-2.5323, -4.0325, -3.4832], [-2.1572, -5.3651, -3.5662], [-1.0858, -5.8322, -2.8165], [-0.3881, -4.9633, -1.9903], [1.6443, -2.3628, 2.0639], [0.8102, -2.5946, 4.3658], [-1.5752, -3.0998, 4.7773], [-3.1188, -3.4115, 2.8723], [-2.2835, -3.2453, 0.5644], [2.5115, -4.0523, 0.7690], [4.8908, -4.4432, 0.3212], [5.9630, -3.4564, -1.6755], [4.6243, -2.0912, -3.2452], [2.2391, -1.7010, -2.8123], [-2.1540, -2.1334, -2.5830], [-3.3717, -3.6671, -4.0616], [-2.6998, -6.0409, -4.2143], [-0.7909, -6.8716, -2.8783], [0.4540, -5.3402, -1.4184]],
  "forces_ev_per_angstrom": [[0.0, -0.1, 0.0], [0.0, 0.0, 0.0], [0.0, 0.0, 0.0], [0.0, 0.0, 0.0], [0.0, 0.0, 0.0], [-0.1, -0.1, 0.1], [-0.1, 0.0, 0.0], [0.0, 0.0, 0.0], [0.2, 0.2, 0.2], [-0.1, -0.1, 0.0], [-0.1, -0.1, -0.3], [0.0, 0.1, 0.0], [0.1, -0.1, -0.1], [0.0, -0.1, 0.2], [0.1, 0.0, 0.0], [-0.1, -0.1, -0.1], [0.0, 0.0, 0.0], [0.0, 0.0, 0.0], [0.0, 0.0, 0.0], [0.0, 0.0, 0.0], [0.0, 0.0, 0.0], [0.0, 0.0, 0.0], [0.0, 0.0, 0.0], [0.0, 0.0, 0.1], [-0.1, 0.1, 0.0], [-0.1, -0.1, 0.1], [0.0, 0.0, 0.0], [0.1, 0.0, 0.1], [0.0, -0.1, -0.1], [0.0, 0.0, 0.0], [0.0, 0.1, 0.0], [0.1, -0.1, 0.0], [-0.1, -0.1, 0.0], [0.0, 0.1, 0.1], [0.0, 0.0, 0.0], [0.0, 0.0, 0.0], [0.0, 0.0, 0.0], [0.0, 0.0, 0.0], [0.0, -0.1, 0.0], [0.0, 0.0, 0.0], [0.0, 0.0, 0.0], [0.0, 0.0, 0.0], [0.0, 0.0, 0.0], [0.0, 0.0, 0.0], [0.0, 0.0, 0.0], [-0.1, 0.3, 0.0], [0.0, 0.0, 0.0], [0.0, 0.1, 0.0], [0.0, 0.0, 0.0], [0.0, 0.0, 0.0], [0.0, 0.0, 0.0], [0.0, 0.0, 0.0], [0.0, 0.0, 0.1], [-0.1, 0.1, 0.0], [0.0, 0.0, 0.0], [0.0, 0.0, 0.0], [0.0, 0.0, 0.0], [0.0, 0.0, 0.0], [0.0, 0.0, 0.0], [0.2, -0.1, 0.0], [0.0, 0.0, 0.0], [0.0, 0.0, 0.0], [0.0, 0.0, 0.0], [0.0, 0.0, 0.0], [-0.1, 0.0, -0.1], [0.0, 0.0, 0.0], [0.0, 0.0, 0.0], [0.0, 0.0, 0.0], [0.0, 0.0, 0.0], [0.0, 0.0, 0.0], [0.0, 0.0, 0.0], [0.0, 0.0, 0.0], [0.0, 0.0, 0.0], [0.0, 0.0, 0.0], [0.0, 0.0, 0.0], [0.0, 0.0, 0.0], [0.0, 0.0, 0.0], [0.0, 0.0, 0.0], [0.0, 0.0, 0.0], [0.0, 0.0, 0.0]],
  "mulliken_charge": [-0.62, -1.52, 0.91, -1.19, 0.07, 0.00, -0.63, -0.72, 1.72, -0.66, -0.64, 0.27, -0.33, 0.43, -0.62, -0.39, 0.37, 0.32, 0.40, 0.41, 0.26, 0.54, 0.43, 0.22, 0.26, -1.22, -0.07, -1.08, 0.65, -0.41, -0.77, -0.41, -0.95, 0.14, 0.46, 0.33, 0.46, 0.41, 0.34, 0.46, 0.34, 0.44, 0.42, 0.50, 0.41, 0.87, 2.17, 0.33, -0.48, -0.62, -0.60, -0.71, -0.69, 0.25, -0.38, -0.69, -0.48, -0.73, -0.32, -0.07, -0.17, -0.68, -0.48, -0.69, -0.82, 0.58, 0.44, 0.42, 0.44, 0.38, 0.39, 0.42, 0.39, 0.43, 0.39, 0.35, 0.43, 0.40, 0.42, 0.39],
  "homo_energy_ev": -11.660,
  "total_charge": 1,
  "lumo_ev": -4.058,
  "gap_ev": 7.602,
  "max_force_ev_per_a": 0.4,
  "energy_ha": -4593.73781
}

# 2
{
  "formula": "C36H35IN6O2",
  "method": "the ωB97M-V functional and the def2-TZVPD basis",
  "species": ["C", "C", "C", "I", "C", "C", "C", "C", "C", "C", "C", "O", "N", "C", "O", "H", "H", "H", "H", "H", "H", "H", "H", "H", "H", "N", "C", "C", "C", "C", "C", "H", "H", "H", "H", "H", "N", "C", "C", "C", "C", "C", "H", "H", "H", "H", "H", "N", "C", "C", "C", "C", "C", "H", "H", "H", "H", "H", "N", "C", "C", "C", "C", "C", "H", "H", "H", "H", "H", "N", "C", "C", "C", "C", "C", "H", "H", "H", "H", "H"],
  "xyz": [[4.1495, 0.1725, -0.9683], [4.3421, -1.2843, -0.2090], [3.1243, -1.6667, 0.8281], [3.2963, -0.1942, 2.4969], [1.6158, -1.5278, 0.2017], [1.2116, -1.4859, -1.3862], [-0.3219, -1.3025, -1.9865], [-1.5295, -1.1782, -0.8855], [-1.1460, -1.2362, 0.7072], [0.3690, -1.4229, 1.3054], [-2.6103, -1.0536, 1.4208], [-2.9661, -1.3719, 2.6914], [-3.4960, -0.3995, 0.3408], [-3.1537, -1.0110, -1.0262], [-3.9436, -1.3654, -2.0428], [3.1306, 0.6723, -0.6095], [5.0410, 0.9159, -0.8154], [3.9682, -0.0945, -2.1176], [5.3188, -1.1586, 0.4658], [4.6033, -2.1254, -0.9854], [3.2623, -2.7607, 1.2861], [2.0767, -1.5806, -2.1859], [-0.5738, -1.2435, -3.1289], [0.5060, -1.4728, 2.4662], [-3.2834, 0.6395, 0.3970], [-3.1165, -0.9072, -6.1753], [-3.6971, -1.6412, -5.2009], [-4.0793, -2.9640, -5.3565], [-3.8571, -3.5728, -6.5872], [-3.2627, -2.8423, -7.6110], [-2.9120, -1.5259, -7.3585], [-3.8524, -1.1208, -4.2603], [-4.5394, -3.5063, -4.5383], [-4.1445, -4.6079, -6.7472], [-3.0765, -3.2877, -8.5817], [-2.4420, -0.9152, -8.1243], [4.3079, -3.1205, 3.5919], [5.5376, -3.6258, 3.8325], [5.8035, -4.5752, 4.8063], [4.7461, -5.0333, 5.5850], [3.4683, -4.5304, 5.3623], [3.3010, -3.5857, 4.3626], [6.3300, -3.2346, 3.2011], [6.8107, -4.9480, 4.9542], [4.9160, -5.7762, 6.3589], [2.6234, -4.8665, 5.9525], [2.3224, -3.1655, 4.1479], [-0.0531, 2.7985, -0.2732], [0.0443, 4.1451, -0.2226], [0.6491, 4.8355, 0.8156], [1.1843, 4.1026, 1.8696], [1.0978, 2.7144, 1.8471], [0.4772, 2.1140, 0.7635], [-0.3912, 4.6722, -1.0665], [0.7012, 5.9182, 0.8028], [1.6649, 4.6089, 2.7017], [1.5045, 2.1147, 2.6535], [0.3879, 1.0332, 0.6979], [-7.7341, -4.5186, 0.0592], [-6.7961, -3.7758, -0.5682], [-5.5001, -3.6185, -0.1037], [-5.1425, -4.2579, 1.0786], [-6.0871, -5.0284, 1.7488], [-7.3571, -5.1288, 1.2038], [-7.1245, -3.2943, -1.4847], [-4.7870, -3.0118, -0.6502], [-4.1362, -4.1568, 1.4745], [-5.8400, -5.5389, 2.6728], [-8.1284, -5.7215, 1.6876], [1.8703, 8.3185, 0.9367], [1.0829, 9.3966, 0.7291], [1.5524, 10.6166, 0.2692], [2.9129, 10.7426, 0.0091], [3.7497, 9.6506, 0.2150], [3.1864, 8.4706, 0.6737], [0.0297, 9.2493, 0.9495], [0.8738, 11.4484, 0.1179], [3.3178, 11.6837, -0.3513], [4.8144, 9.7166, 0.0222], [3.7973, 7.5890, 0.8465]],
  "forces_ev_per_angstrom": [[-1.4, -0.7, -0.6], [1.2, 0.8, 0.7], [-0.4, -0.7, -1.5], [0.0, -0.8, -0.8], [-4.2, 0.3, -0.5], [-2.1, 0.4, 1.7], [0.2, -0.3, 4.8], [3.8, -0.8, 0.8], [1.3, -0.5, -2.2], [-1.7, -0.1, -4.4], [0.4, -1.2, 4.6], [2.2, 2.4, -8.8], [0.1, -1.1, 0.3], [-0.1, -0.9, -3.0], [4.9, 2.6, 7.0], [2.3, -0.9, -0.7], [-1.8, -1.6, -0.3], [0.7, 1.0, 2.4], [-2.2, -0.6, -1.4], [-0.9, 1.5, 1.5], [-0.3, 2.6, -0.8], [-2.0, 0.3, 1.9], [0.8, -0.2, 2.5], [-0.2, 0.2, -2.6], [-0.5, -1.6, -0.4], [-0.2, -1.0, -0.2], [0.4, 0.7, -0.5], [0.1, -0.2, -0.3], [0.0, 0.0, 0.0], [-0.1, -0.1, 0.2], [-0.1, 0.5, 0.7], [0.0, -0.2, -0.2], [0.0, 0.1, 0.0], [0.0, 0.1, 0.0], [0.0, 0.1, 0.1], [0.0, -0.1, 0.0], [0.2, -1.0, 0.7], [-0.8, 0.4, -0.2], [-0.2, 0.0, 0.1], [0.0, 0.0, 0.0], [0.3, -0.1, 0.0], [0.6, 0.4, -0.6], [0.0, 0.0, 0.1], [-0.1, 0.1, 0.0], [0.0, 0.1, -0.1], [0.1, 0.0, -0.1], [0.0, 0.0, 0.0], [0.4, 0.5, 0.7], [-0.1, -0.9, -0.1], [0.1, -0.1, 0.1], [0.0, 0.0, 0.0], [0.0, 0.4, 0.0], [-0.4, 0.3, -0.7], [0.0, 0.0, 0.1], [0.1, -0.1, 0.0], [-0.1, 0.0, -0.1], [-0.1, 0.1, -0.1], [0.1, 0.2, 0.0], [0.9, 0.1, 0.4], [-0.7, -0.5, 0.4], [0.1, -0.2, 0.3], [0.0, 0.0, 0.0], [0.2, 0.2, -0.2], [-0.3, 0.4, -0.8], [0.1, 0.0, 0.1], [-0.2, -0.1, 0.1], [-0.1, 0.0, 0.0], [0.0, 0.0, -0.1], [0.1, 0.0, 0.0], [0.4, 0.9, -0.3], [0.4, -0.8, 0.2], [0.3, 0.0, 0.0], [0.0, 0.0, 0.0], [-0.2, 0.2, 0.0], [-0.8, -0.2, 0.2], [0.1, 0.1, 0.0], [0.0, -0.1, 0.0], [0.0, -0.1, 0.0], [-0.1, 0.0, 0.0], [0.0, 0.1, 0.0]],
  "mulliken_charge": [-0.63, -0.46, -0.63, 0.06, 0.98, -0.55, -0.56, 0.41, 0.06, -0.41, 0.12, -0.54, -0.38, 0.25, -0.53, 0.14, 0.29, 0.21, 0.23, 0.34, 0.44, 0.21, 0.37, 0.24, 0.38, -0.57, -0.23, -0.35, -0.36, -0.31, -0.27, 0.59, 0.43, 0.36, 0.36, 0.37, -0.07, -0.20, -0.62, -0.13, -0.73, 0.08, 0.37, 0.36, 0.37, 0.37, 0.23, -0.45, -0.40, -0.16, -0.58, -0.49, -0.23, 0.37, 0.45, 0.40, 0.38, 0.69, -0.56, -0.30, 0.12, -0.25, -0.40, -0.26, 0.40, 0.12, 0.38, 0.36, 0.34, -0.33, -0.12, -0.51, -0.12, -0.54, -0.12, 0.34, 0.34, 0.36, 0.34, 0.34],
  "homo_energy_ev": -8.953,
  "lumo_ev": -1.422,
  "gap_ev": 7.532,
  "max_force_ev_per_a": 9.4,
  "energy_ha": -2169.06667
}